[1]
{"formula": "C7H11N2S", "method": "ωB97M-V/def2-TZVPD", "species": ["C", "C", "C", "C", "C", "C", "C", "N", "N", "S", "H", "H", "H", "H", "H", "H", "H", "H", "H", "H", "H"], "positions_angstrom": [[-1.8702, -2.0378, 0.7120], [-3.1763, -2.2575, 0.4001], [2.2297, -0.0506, 0.3965], [-1.5889, 0.7725, -1.1736], [-0.4438, 1.3391, -1.0350], [0.5275, 2.2526, -1.4366], [2.8780, -0.0530, 1.7241], [-1.2788, -0.9494, 0.2880], [-2.0509, -0.3618, -0.5218], [-3.6623, -1.0866, -0.7252], [-1.2933, -2.7023, 1.3241], [-3.8414, -3.2168, 0.3290], [2.9300, -0.1503, -0.5006], [1.1105, -0.1761, 0.4181], [-2.2792, 0.9357, -2.0506], [0.7804, 2.3480, -2.4729], [1.5696, 2.0773, -1.0072], [0.1091, 3.1957, -1.0237], [4.0807, -0.1796, 1.7115], [2.4715, -0.6706, 2.5505], [2.7980, 0.9715, 2.0932]], "forces_ev_per_angstrom": [[0.166, -2.361, 2.451], [-1.895, -1.629, -2.372], [0.234, -1.075, -0.512], [-2.274, 0.687, -3.147], [0.112, -1.378, 0.475], [1.932, 1.720, 1.238], [3.004, 0.436, 0.708], [-0.301, -0.047, -0.515], [-1.211, -0.185, 0.387], [2.150, 1.040, 0.647], [0.104, -0.213, 0.257], [1.547, 1.858, 1.016], [-1.675, 0.170, 1.101], [1.503, 0.156, -0.662], [0.694, 0.462, 0.748], [-0.600, -0.021, -0.990], [-1.364, 0.086, 0.145], [0.782, 0.054, -0.403], [-2.865, -0.075, -0.188], [0.032, 0.029, -0.766], [-0.077, 0.286, 0.383]], "mulliken_charge": [-0.206, -0.208, -0.488, 0.352, -0.135, -0.953, -0.775, -0.242, 0.242, 0.161, 0.437, 0.357, 0.376, 0.201, 0.227, 0.333, 0.263, 0.270, 0.257, 0.296, 0.235], "total_charge": 1}


[2]
{"formula": "C7H11N3O2", "method": "ωB97M-V/def2-TZVPD", "species": ["C", "C", "C", "C", "C", "C", "C", "N", "N", "N", "O", "O", "H", "H", "H", "H", "H", "H", "H", "H", "H", "H", "H"], "positions_angstrom": [[-1.7004, -2.1085, 0.1057], [-0.2197, -1.7833, 0.0936], [-3.3660, -0.4290, -0.6809], [1.5936, 0.8843, -1.4433], [2.4563, -0.4792, 0.6480], [0.9389, 1.5268, 0.7007], [1.2216, 0.3105, -0.0140], [-2.4902, -1.1786, -0.2763], [0.1131, -0.5776, -0.0470], [-4.0700, 0.5373, -0.0338], [-4.9221, 0.2784, 0.7921], [-3.6308, 1.6353, -0.3163], [-2.0726, -3.0122, 0.3692], [0.3132, -2.6553, 0.4981], [1.8563, 0.0587, -2.1283], [0.6856, 1.4688, -1.7990], [2.4759, 1.6737, -1.3501], [2.4050, -1.4069, 0.1135], [3.3725, 0.1152, 0.2415], [2.2871, -0.5090, 1.7069], [0.8598, 1.3387, 1.8525], [1.7949, 2.1026, 0.6249], [0.0979, 2.2093, 0.3423]], "forces_ev_per_angstrom": [[7.055, 0.255, -0.311], [-2.593, -1.684, 1.759], [2.657, -4.574, -0.435], [0.162, 0.642, 0.087], [0.082, 3.072, -3.048], [-2.612, 1.653, 4.119], [2.273, -2.453, -1.079], [-5.435, 4.873, -1.819], [-1.714, 1.819, -1.475], [-0.264, 2.269, 2.035], [-0.259, -0.325, -0.503], [-0.319, 1.142, -0.291], [-1.039, -2.721, 0.624], [0.724, 0.232, -0.352], [-0.083, 0.597, 0.051], [1.131, -0.910, 0.124], [-1.741, -1.913, -0.163], [0.467, -0.844, 0.286], [-1.130, -1.268, 1.477], [0.441, -0.244, 0.452], [-0.388, 0.368, -1.899], [1.815, 1.392, -0.046], [0.769, -1.376, 0.408]], "lowdin_spin": [0.481, 0.059, 0.516, 0.021, 0.000, 0.010, 0.027, 0.323, 0.250, 0.119, 0.058, 0.101, 0.034, 0.000, 0.000, 0.000, 0.003, 0.000, 0.000, 0.000, 0.000, 0.001, 0.000], "total_charge": 0, "spin_multiplicity": 3, "s_squared": 2.025}


[3]
{"formula": "C7H11N3O3", "method": "ωB97M-V/def2-TZVPD", "species": ["C", "C", "C", "C", "C", "C", "C", "H", "H", "H", "H", "H", "H", "H", "H", "H", "H", "H", "N", "N", "N", "O", "O", "O"], "positions_angstrom": [[-0.7521, -1.1728, 3.2963], [-1.5526, -1.3243, 2.1162], [-1.1777, -0.8677, 0.8825], [0.8623, 0.1135, 1.6830], [-1.3091, 1.5647, -2.1287], [-0.3171, 0.3483, -2.0380], [1.9876, -0.1277, -1.6665], [1.3162, -0.3810, 3.5666], [-2.4487, -2.0062, 2.0844], [-1.8283, -1.1337, 0.0515], [0.2341, 0.1591, -0.2062], [-0.7621, 2.3985, -2.2692], [-2.1220, 1.9038, -1.3284], [-1.7706, 1.5625, -3.0633], [1.0611, 1.7615, -1.4651], [1.7571, -1.0904, -2.1579], [3.1474, 0.0991, -2.0887], [1.7554, -0.3606, -0.3858], [0.4717, -0.3747, 2.9045], [0.0356, -0.2026, 0.6765], [0.9884, 0.8766, -2.0573], [-0.7510, -1.8026, 4.3590], [1.8828, 0.8085, 1.5065], [-0.7086, -0.7518, -2.2719]], "forces_ev_per_angstrom": [[3.449, -1.288, 0.557], [-1.875, -0.663, -1.585], [0.592, -0.389, 1.595], [1.640, 1.536, 1.121], [-1.914, -1.070, 2.839], [-1.658, 4.238, -1.939], [1.989, -1.062, 1.658], [-2.127, 0.095, -0.957], [1.030, 1.030, 0.568], [0.645, 0.403, -0.199], [0.189, 0.659, -0.974], [2.236, 3.033, 0.110], [1.785, -1.576, -1.355], [-1.317, -0.907, -1.509], [-0.113, -1.550, -1.323], [-0.184, 0.603, 0.150], [-3.307, -0.164, 1.847], [2.451, 0.583, -4.338], [0.893, -0.797, 2.378], [-3.292, -1.254, 0.704], [0.242, -0.543, 2.020], [-0.495, 2.057, -2.183], [-1.520, -1.304, 0.332], [0.662, -1.670, 0.480]], "mulliken_charge": [0.371, -0.523, 0.030, 0.371, -1.260, 0.773, -0.719, 0.293, 0.307, 0.357, 0.234, 0.464, 0.234, 0.426, 0.315, 0.336, 0.267, 0.201, -0.197, -0.059, -0.465, -0.566, -0.667, -0.523], "smiles": "O=c1cc[nH]c(=O)[nH]1.CNC(C)=O", "total_charge": 0}


[4]
{"formula": "C7H11N4", "method": "ωB97M-V/def2-TZVPD", "species": ["C", "C", "C", "C", "C", "C", "C", "N", "N", "N", "N", "H", "H", "H", "H", "H", "H", "H", "H", "H", "H", "H"], "positions_angstrom": [[0.0019, 2.1460, 0.4051], [-1.9871, 1.4701, -0.7670], [1.0054, -0.5380, -1.1558], [2.8498, -0.2068, 0.3884], [-0.9941, -0.9874, 0.3945], [-0.3173, -0.1219, -0.3525], [2.0079, 0.8389, 0.9074], [-0.7468, 1.2137, -0.3250], [1.1688, 1.6692, 0.7891], [1.9995, -1.1900, -0.3226], [-2.0179, -0.5944, 1.3395], [-0.2231, 3.2118, 0.1268], [-2.4083, 2.4306, -0.7148], [-2.6483, 0.6911, -1.0545], [0.7398, -1.1793, -2.0018], [1.3253, 0.3979, -1.4836], [3.6580, 0.1494, -0.3270], [3.4268, -0.8443, 1.0291], [-1.0674, -2.0994, 0.3171], [1.6480, -1.8615, 0.3741], [-1.8206, 0.2999, 1.7344], [-2.2716, -1.2082, 2.0051]], "forces_ev_per_angstrom": [[-0.583, 1.710, -1.197], [2.630, -0.769, 0.739], [-2.920, -1.214, 1.340], [2.092, -1.606, -2.201], [-3.169, -1.037, 2.118], [1.494, -2.687, -0.849], [-2.221, 1.841, 0.799], [-3.444, 1.450, -0.053], [2.323, -1.405, -0.436], [0.254, 0.957, 0.534], [2.562, 2.219, -4.211], [0.695, -1.223, 0.974], [-0.041, 1.308, 0.311], [0.176, -0.806, -0.554], [0.044, 0.178, 0.137], [1.223, 1.257, -1.050], [-1.172, 0.205, 0.629], [0.121, 0.348, 1.265], [1.186, 0.987, -0.254], [-0.193, 0.471, -0.784], [-0.181, 0.647, 0.322], [-0.878, -2.831, 2.421]], "mulliken_charge": [-0.285, -0.236, -1.191, -0.642, -0.285, 0.116, 0.571, 0.165, -0.069, -0.253, -0.454, 0.293, 0.286, 0.287, 0.406, 0.482, 0.269, 0.385, 0.414, 0.291, 0.190, 0.261], "total_charge": 1}


[5]
{"formula": "C7H11N4O2P", "method": "ωB97M-V/def2-TZVPD", "species": ["C", "C", "C", "C", "C", "C", "C", "N", "N", "N", "N", "O", "O", "P", "H", "H", "H", "H", "H", "H", "H", "H", "H", "H", "H"], "positions_angstrom": [[-2.3808, 1.7442, -1.0117], [-1.8154, 2.4288, 0.0722], [-2.1995, 0.3498, -1.1397], [-1.1991, 1.6124, 0.9574], [-1.4725, -0.3107, -0.1898], [1.1048, -1.5541, -0.5404], [-1.0329, -1.7163, -0.2965], [-0.9363, 0.3793, 0.8474], [-1.1086, -2.5631, 0.8325], [3.2741, -0.5117, -0.3656], [1.7759, 0.1547, 1.5172], [-0.9303, -2.3058, 2.0240], [1.5539, 1.2908, -0.8787], [1.6851, 0.0924, -0.0811], [-2.8493, 2.2737, -1.9118], [-1.7568, 3.5137, 0.0313], [-2.8056, -0.2111, -1.9740], [-0.7533, 2.0972, 1.8627], [1.3487, -1.4990, -1.6511], [1.3589, -2.4774, -0.0394], [-1.3993, -2.3143, -1.1184], [4.0347, -0.4201, 0.3231], [3.6490, -0.3968, -1.2880], [1.2851, -0.6024, 1.9146], [1.5695, 0.9458, 2.1038]], "forces_ev_per_angstrom": [[0.069, 0.431, -1.575], [-1.468, 0.003, -3.065], [-2.611, -0.150, -1.713], [1.557, 3.346, 3.147], [1.107, 0.405, 0.422], [-3.512, 0.466, -1.548], [2.613, 1.321, 0.327], [-0.649, -3.499, -0.697], [0.048, -2.479, 1.783], [0.726, -0.045, 0.427], [0.103, 0.456, 1.991], [0.028, 1.145, -2.377], [-1.702, 1.152, -0.940], [4.016, -1.664, 0.042], [0.541, -0.633, 1.664], [-0.207, -0.270, 0.620], [1.624, 1.064, 1.588], [-0.286, -0.301, -0.627], [-0.745, -0.769, 1.248], [0.376, 0.295, 0.132], [0.037, 0.237, -0.259], [-1.048, -0.014, -0.330], [-0.007, 0.123, -0.401], [-0.672, -1.113, 0.684], [0.060, 0.490, -0.543]], "mulliken_charge": [-0.160, -0.652, -0.679, -0.070, 0.868, -0.706, -0.251, -0.310, -0.178, -0.548, -0.559, -0.314, -0.718, 0.936, 0.286, 0.365, 0.225, 0.285, 0.311, 0.449, 0.442, 0.228, 0.193, 0.279, 0.278], "total_charge": 0}


We obtain relative energy (zero: lowest compared OMol25 entry of this formula, charge and spin) values of 175.0; 137.0; 58.5; 140.0; 93.7 kcal/mol for the records listed above, in that order.
We obtain molecular weight values of 155.2; 169.2; 185.2; 151.2; 214.2 g mol⁻¹ for the records listed above, in that order.